# 1
{"formula": "C15H20BF5N3O5", "method": "ωB97M-V/def2-TZVPD", "species": ["C", "C", "O", "C", "O", "N", "C", "N", "C", "C", "F", "F", "C", "C", "C", "C", "C", "C", "F", "F", "F", "C", "O", "C", "C", "B", "O", "O", "N", "H", "H", "H", "H", "H", "H", "H", "H", "H", "H", "H", "H", "H", "H", "H", "H", "H", "H", "H", "H"], "positions_angstrom": [[3.861, -0.343, 0.889], [2.532, 0.002, 1.605], [2.741, 0.978, 2.618], [1.855, -1.208, 2.238], [1.822, -2.361, 1.323], [0.549, -2.834, 1.192], [-0.163, -2.509, 0.137], [0.363, -1.696, -0.808], [-0.487, -1.419, -1.958], [-0.048, -0.114, -2.684], [-0.926, 0.078, -3.701], [1.177, -0.340, -3.209], [-0.088, 1.124, -1.803], [-1.229, 1.594, -1.167], [-1.167, 2.723, -0.393], [0.011, 3.423, -0.213], [1.151, 2.931, -0.817], [2.475, 3.653, -0.645], [3.279, 3.462, -1.704], [3.136, 3.141, 0.430], [2.315, 4.964, -0.472], [1.100, 1.798, -1.600], [-1.871, -1.321, -1.706], [-2.222, -1.672, -0.403], [-3.740, -1.961, -0.379], [-4.375, -1.062, 0.773], [-4.897, 0.181, 0.422], [-4.372, -1.485, 2.100], [-1.479, -2.939, -0.042], [4.691, -0.291, 1.597], [3.824, -1.330, 0.410], [3.984, 0.388, 0.082], [1.912, 0.503, 0.837], [2.436, 1.818, 2.259], [0.833, -1.011, 2.577], [2.461, -1.512, 3.100], [0.180, -3.438, 1.920], [0.848, -0.885, -0.426], [-0.320, -2.220, -2.694], [-2.181, 1.079, -1.274], [-2.043, 3.129, 0.109], [0.054, 4.336, 0.375], [2.023, 1.448, -2.056], [-1.918, -0.883, 0.313], [-4.145, -1.733, -1.369], [-3.898, -3.033, -0.205], [-4.390, 0.848, 0.907], [-3.864, -0.836, 2.607], [-1.794, -3.162, 0.906]], "smiles": "C[C@H](O)CONC1=[NH+][C@H](C(F)(F)c2cccc(C(F)(F)F)c2)O[C@@H](CB(O)O)N1", "energy_ev": -44845.617, "total_charge": 1, "lumo_ev": -3.3, "homo_lumo_gap_ev": 10.11}

=====

# 2
{"formula": "C15H20ClN3O4S", "method": "ωB97M-V/def2-TZVPD", "species": ["C", "C", "O", "C", "O", "C", "N", "N", "C", "C", "C", "C", "C", "C", "Cl", "N", "C", "C", "C", "C", "S", "O", "O", "C", "H", "H", "H", "H", "H", "H", "H", "H", "H", "H", "H", "H", "H", "H", "H", "H", "H", "H", "H", "H"], "positions_angstrom": [[-0.853, -3.854, -0.811], [-0.028, -3.253, 0.317], [0.255, -1.873, 0.068], [-0.580, -0.958, 0.596], [-1.531, -1.253, 1.282], [-0.152, 0.437, 0.294], [1.065, 0.833, 0.114], [2.132, 0.042, 0.159], [3.397, 0.563, 0.099], [3.628, 1.935, -0.032], [4.914, 2.428, -0.094], [6.002, 1.571, -0.028], [5.795, 0.207, 0.100], [4.508, -0.287, 0.162], [4.259, -2.002, 0.326], [-1.115, 1.423, 0.348], [-0.628, 2.784, 0.378], [-2.486, 1.261, -0.116], [-2.686, 0.168, -1.208], [-3.733, -0.837, -0.775], [-4.841, 0.213, 0.206], [-5.669, -0.545, 1.101], [-5.494, 1.162, -0.654], [-3.453, 1.020, 1.044], [-0.988, -4.916, -0.632], [-1.830, -3.380, -0.862], [-0.344, -3.716, -1.762], [-0.557, -3.337, 1.271], [0.948, -3.738, 0.387], [2.046, -0.968, 0.247], [2.771, 2.586, -0.085], [5.073, 3.491, -0.194], [7.008, 1.957, -0.076], [6.631, -0.473, 0.153], [-1.416, 3.437, 0.746], [0.223, 2.834, 1.054], [-0.302, 3.124, -0.610], [-2.763, 2.215, -0.575], [-1.735, -0.317, -1.434], [-3.031, 0.657, -2.120], [-3.355, -1.577, -0.077], [-4.255, -1.305, -1.602], [-3.771, 1.933, 1.533], [-3.057, 0.308, 1.761]], "smiles": "CCOC(=O)/C(=N\\Nc1ccccc1Cl)N(C)[C@H]1CCS(=O)(=O)C1", "energy_ev": -51896.392, "lumo_ev": 0.1, "homo_lumo_gap_ev": 7.70}

=====

# 3
{"formula": "C15H20FN3O6S", "method": "ωB97M-V/def2-TZVPD", "species": ["C", "O", "C", "C", "N", "C", "O", "C", "O", "N", "C", "C", "O", "C", "C", "N", "S", "O", "O", "C", "C", "C", "C", "F", "C", "C", "H", "H", "H", "H", "H", "H", "H", "H", "H", "H", "H", "H", "H", "H", "H", "H", "H", "H", "H", "H"], "positions_angstrom": [[-1.756, 2.294, 3.314], [-0.432, 1.840, 3.506], [0.544, 2.847, 3.553], [0.717, 3.628, 2.237], [1.007, 2.765, 1.123], [0.125, 2.460, 0.168], [-1.015, 2.888, 0.078], [0.709, 1.497, -0.868], [1.799, 0.972, -0.710], [-0.084, 1.360, -1.934], [0.123, 0.377, -2.962], [-0.999, -0.675, -2.925], [-2.189, -0.095, -3.404], [-3.260, -0.609, -2.637], [-2.645, -0.797, -1.246], [-1.263, -1.105, -1.563], [-0.592, -2.554, -1.042], [0.102, -3.165, -2.138], [-1.604, -3.302, -0.355], [0.581, -1.910, 0.135], [0.078, -1.248, 1.238], [0.948, -0.635, 2.121], [2.306, -0.705, 1.855], [3.155, -0.074, 2.692], [2.821, -1.381, 0.763], [1.937, -1.986, -0.112], [-1.923, 2.636, 2.288], [-1.999, 3.101, 4.013], [-2.398, 1.438, 3.515], [0.316, 3.569, 4.352], [1.475, 2.328, 3.797], [1.530, 4.347, 2.367], [-0.202, 4.165, 1.990], [1.888, 2.265, 1.091], [-0.987, 1.820, -1.890], [1.086, -0.100, -2.773], [0.118, 0.849, -3.948], [-0.703, -1.547, -3.531], [-3.593, -1.572, -3.045], [-4.074, 0.114, -2.671], [-2.690, 0.128, -0.660], [-3.081, -1.622, -0.684], [-0.988, -1.216, 1.393], [0.583, -0.086, 2.975], [3.886, -1.403, 0.597], [2.279, -2.507, -0.992]], "smiles": "COCCNC(=O)C(=O)NC[C@@H]1OCCN1S(=O)(=O)c1ccc(F)cc1", "energy_ev": -46187.594, "lumo_ev": 0.7, "homo_lumo_gap_ev": 10.00}

=====

# 4
{"formula": "C15H20FN4O6P", "method": "ωB97M-V/def2-TZVPD", "species": ["C", "C", "C", "C", "C", "C", "C", "N", "C", "N", "C", "C", "O", "F", "N", "C", "C", "C", "O", "N", "C", "C", "H", "H", "H", "H", "H", "H", "H", "H", "H", "H", "H", "H", "H", "H", "H", "H", "H", "H", "H", "H", "O", "P", "O", "O", "O"], "positions_angstrom": [[-3.582, 4.244, -2.788], [-2.706, 2.879, -2.771], [-1.141, 2.937, -2.617], [-0.383, 1.560, -2.576], [-1.148, 0.199, -2.692], [-0.343, -1.208, -2.617], [-0.154, -1.531, -1.071], [-1.194, -1.237, -0.079], [-0.555, -1.715, 1.144], [-1.254, -1.631, 2.302], [-0.834, -2.026, 3.666], [-2.124, -1.896, 4.645], [-2.157, -1.051, 5.584], [-3.280, -2.719, 4.432], [0.772, -2.261, 0.996], [1.764, -2.873, 1.894], [2.937, -1.796, 2.269], [2.658, -0.995, 3.624], [3.272, -0.913, 1.181], [0.984, -2.150, -0.374], [-2.688, 0.209, -2.867], [-3.496, 1.534, -2.913], [-3.917, 4.401, -1.694], [-4.548, 4.118, -3.399], [-2.955, 5.143, -3.114], [-0.570, 3.934, -2.521], [0.767, 1.580, -2.442], [0.634, -1.025, -3.182], [-1.030, -1.965, -3.160], [-2.202, -1.216, 2.223], [-0.594, -3.148, 3.645], [-0.025, -1.380, 4.140], [1.343, -3.408, 2.809], [2.314, -3.690, 1.274], [3.880, -2.448, 2.461], [1.744, -0.305, 3.581], [2.666, -1.692, 4.540], [3.567, -0.291, 3.775], [3.584, -1.515, 0.459], [1.857, -2.468, -0.816], [-3.275, -0.779, -2.956], [-4.625, 1.603, -3.033], [4.480, 4.251, -2.040], [3.208, 3.400, -2.193], [3.180, 2.317, -1.097], [3.201, 2.724, -3.577], [1.965, 4.300, -2.059]], "energy_ev": -46119.250, "total_charge": -2, "lumo_ev": 3.2, "homo_lumo_gap_ev": 1.80}

=====

# 5
{"formula": "C15H20FNO7S", "method": "ωB97M-V/def2-TZVPD", "species": ["C", "O", "C", "O", "C", "C", "C", "N", "C", "O", "C", "C", "C", "S", "C", "O", "O", "O", "C", "C", "F", "C", "C", "O", "C", "H", "H", "H", "H", "H", "H", "H", "H", "H", "H", "H", "H", "H", "H", "H", "H", "H", "H", "H", "H"], "positions_angstrom": [[-5.350, -1.254, 2.782], [-4.479, -0.439, 1.992], [-5.084, 0.616, 1.401], [-6.260, 0.830, 1.517], [-4.109, 1.434, 0.629], [-2.748, 1.266, 0.849], [-1.779, 2.016, 0.204], [-0.412, 1.732, 0.430], [0.615, 2.640, 0.379], [0.459, 3.835, 0.342], [2.012, 2.006, 0.493], [2.511, 2.169, 1.923], [3.876, 1.524, 2.102], [4.604, 1.801, 3.702], [3.518, 0.976, 4.836], [5.864, 1.105, 3.723], [4.548, 3.210, 3.988], [2.930, 2.643, -0.348], [2.595, 2.544, -1.720], [-2.224, 2.890, -0.780], [-1.353, 3.492, -1.592], [-3.565, 3.116, -1.012], [-4.528, 2.402, -0.303], [-5.844, 2.565, -0.506], [-6.263, 3.568, -1.415], [-4.726, -2.045, 3.186], [-5.796, -0.671, 3.585], [-6.145, -1.671, 2.166], [-2.433, 0.535, 1.581], [-0.166, 0.757, 0.486], [1.952, 0.937, 0.229], [2.571, 3.236, 2.141], [1.777, 1.729, 2.604], [3.863, 0.443, 1.949], [4.603, 1.958, 1.413], [3.987, 1.082, 5.813], [2.546, 1.463, 4.834], [3.448, -0.076, 4.567], [3.403, 3.008, -2.278], [2.505, 1.495, -2.026], [1.661, 3.068, -1.939], [-3.829, 3.820, -1.785], [-7.348, 3.569, -1.371], [-5.886, 4.550, -1.123], [-5.943, 3.340, -2.435]], "smiles": "COC(=O)c1cc(NC(=O)[C@H](CCS(C)(=O)=O)OC)c(F)cc1OC", "e_above_lowest_kcal_mol": 4.7, "energy_ev": -45254.029, "lumo_ev": 0.2, "homo_lumo_gap_ev": 8.99}

=====

# 6
{"formula": "C15H20IOTi", "method": "ωB97M-V/def2-TZVPD", "species": ["Ti", "C", "C", "C", "H", "C", "C", "H", "H", "H", "H", "C", "C", "C", "H", "C", "C", "H", "H", "H", "H", "O", "C", "C", "C", "C", "C", "H", "H", "H", "H", "H", "H", "H", "H", "H", "H", "I"], "positions_angstrom": [[-0.249, 0.128, 0.043], [1.102, -1.148, 1.443], [2.029, -0.485, 0.586], [1.874, 0.928, 0.768], [2.806, -0.980, 0.009], [0.909, 1.137, 1.800], [0.428, -0.147, 2.224], [-0.254, -0.319, 3.053], [1.015, -2.227, 1.555], [2.477, 1.698, 0.290], [0.681, 2.086, 2.287], [-1.566, -1.686, -0.650], [-1.628, -1.561, 0.777], [-2.268, -0.305, 1.087], [-1.342, -2.324, 1.482], [-2.627, 0.309, -0.153], [-2.166, -0.509, -1.222], [-2.302, -0.305, -2.276], [-1.221, -2.558, -1.184], [-2.496, 0.088, 2.075], [-3.291, 1.166, -0.253], [-0.927, 2.172, -0.410], [-1.435, 3.493, -0.146], [-0.527, 4.171, -1.191], [-1.270, 3.947, 1.286], [-2.857, 3.693, -0.589], [-0.289, 2.760, -1.672], [0.360, 4.642, -0.775], [-1.047, 4.831, -1.885], [-0.899, 2.496, -2.549], [0.757, 2.430, -1.717], [-1.268, 5.041, 1.287], [-0.351, 3.576, 1.752], [-2.143, 3.605, 1.858], [-3.022, 4.758, -0.744], [-3.551, 3.361, 0.181], [-3.076, 3.172, -1.522], [0.952, -0.588, -2.222]], "energy_ev": -49142.730, "total_charge": -1, "lumo_ev": 2.8, "homo_lumo_gap_ev": 3.75}